The following is a quantum chemistry calculation of 10 unconnected molecules or ions with the total composition C38H68Br2N12O6 in a non-equilibrium geometry, from the Open Molecules 2025 dataset.

The geometry in ORCA input format:
```
! wB97M-V def2-TZVPD RIJCOSX def2/J DEFGRID3
* xyz 2 1
C 0.865 4.152 1.691
C 1.433 2.780 1.392
N 0.645 1.715 2.026
C 1.035 1.123 3.183
C 0.131 0.131 3.470
N -0.709 0.060 2.345
C -0.400 1.061 1.480
C -1.712 -0.993 2.124
H -0.182 4.090 1.539
H 1.288 4.835 0.956
H 1.081 4.540 2.704
H 2.488 2.589 1.682
H 1.353 2.667 0.312
H 2.077 1.184 3.525
H -0.040 -0.494 4.286
H -0.859 1.258 0.503
H -2.719 -0.678 2.268
H -1.476 -1.800 2.816
H -1.565 -1.493 1.140
C 0.825 -3.020 -1.792
C 2.205 -2.558 -2.151
N 2.331 -1.242 -2.820
C 2.763 -1.084 -4.093
C 2.989 0.264 -4.244
N 2.715 0.871 -3.043
C 2.354 -0.060 -2.165
C 2.645 2.288 -2.893
H 0.804 -4.044 -1.434
H 0.146 -3.078 -2.651
H 0.427 -2.415 -0.987
H 2.727 -3.296 -2.730
H 2.748 -2.478 -1.144
H 2.725 -1.987 -4.680
H 3.171 0.886 -5.086
H 2.136 0.050 -1.139
H 2.693 2.602 -1.863
H 1.746 2.561 -3.298
H 3.509 2.726 -3.369
C 0.332 -6.975 -0.237
C 0.448 -6.094 0.939
N -0.779 -5.288 1.035
C -1.360 -4.492 0.090
C -2.607 -4.143 0.520
N -2.752 -4.698 1.809
C -1.625 -5.384 2.071
C -3.784 -4.395 2.822
H -0.592 -7.529 -0.202
H 1.143 -7.694 -0.341
H 0.286 -6.513 -1.208
H 1.285 -5.402 0.795
H 0.589 -6.647 1.871
H -0.942 -4.258 -0.849
H -3.433 -3.515 0.073
H -1.486 -5.962 3.018
H -3.592 -5.022 3.692
H -4.766 -4.641 2.389
H -3.685 -3.329 3.204
C -1.106 7.170 -1.178
C -2.325 6.516 -0.650
N -2.758 7.122 0.652
C -2.952 6.371 1.788
C -3.150 7.228 2.798
N -3.038 8.475 2.275
C -2.809 8.422 0.959
C -3.110 9.719 3.046
H -0.616 6.584 -1.962
H -0.438 7.111 -0.333
H -1.260 8.209 -1.469
H -2.251 5.461 -0.483
H -3.186 6.629 -1.266
H -2.836 5.363 1.733
H -3.273 7.076 3.831
H -2.911 9.287 0.317
H -2.243 9.914 3.678
H -3.953 9.692 3.757
H -3.273 10.515 2.365
C -5.260 0.629 -3.932
C -3.867 0.272 -4.396
N -4.043 -0.432 -5.686
C -4.053 -1.852 -5.800
C -4.469 -2.130 -7.057
N -4.600 -0.965 -7.738
C -4.458 0.038 -6.875
C -4.940 -0.855 -9.169
H -5.859 1.143 -4.724
H -5.309 1.187 -3.001
H -5.778 -0.320 -3.762
H -3.432 -0.398 -3.689
H -3.279 1.187 -4.578
H -3.904 -2.596 -5.039
H -4.462 -3.048 -7.608
H -4.544 1.069 -7.065
H -6.002 -1.000 -9.182
H -4.568 -1.668 -9.701
H -4.557 0.105 -9.511
C 4.661 0.211 5.524
C 4.647 -0.216 4.074
N 4.907 -1.688 3.950
C 5.544 -2.195 2.804
C 5.314 -3.525 2.813
N 4.558 -3.836 3.960
C 4.308 -2.675 4.601
C 4.344 -5.222 4.353
H 4.365 1.274 5.580
H 5.727 0.114 5.833
H 3.955 -0.285 6.153
H 5.507 0.344 3.546
H 3.738 -0.043 3.491
H 5.799 -1.521 2.062
H 5.672 -4.297 2.118
H 3.731 -2.671 5.506
H 3.751 -5.140 5.336
H 5.324 -5.653 4.658
H 3.859 -5.780 3.566
Br -0.924 2.967 -1.589
Br -3.932 -2.739 -2.630
O 1.838 -2.215 1.164
C 1.827 -2.625 2.513
O 1.697 -3.853 2.572
O 1.952 -1.773 3.414
H 2.356 -1.403 1.191
O 4.522 1.802 -0.147
C 4.502 0.739 0.727
O 3.358 0.291 0.899
O 5.604 0.338 1.182
H 5.288 2.307 0.085
*
```

The following is a quantum chemistry calculation of a single C8H12N4 molecule in a non-equilibrium geometry, from the Open Molecules 2025 dataset.

The geometry in ORCA input format:
```
! wB97M-V def2-TZVPD RIJCOSX def2/J DEFGRID3
* xyz 0 1
C 2.623 -0.977 0.891
N 1.461 -0.607 0.187
N 1.240 0.820 -0.252
C -0.234 1.036 -0.452
C -0.485 1.348 -1.997
C -0.712 2.210 0.504
C -0.835 -0.329 0.080
C -2.098 -0.791 0.089
N -2.252 -2.078 0.531
C -1.182 -2.728 0.953
N 0.053 -2.413 0.928
C 0.236 -1.164 0.483
H 3.236 -1.760 0.392
H 3.342 -0.091 0.866
H 2.345 -1.306 1.946
H 1.708 0.845 -1.149
H -0.082 2.354 -2.295
H -1.536 1.602 -2.361
H 0.031 0.508 -2.643
H 0.189 2.872 0.769
H -1.115 1.784 1.377
H -1.532 2.740 0.029
H -3.023 -0.147 -0.138
H -1.375 -3.727 1.262
*
```

Results
relative energy (zero: lowest compared OMol25 entry of this formula, charge and spin)	2.5646	eV
structure (SMILES)	CN1NC(C)(C)c2cncnc21

no.,E_HOMO (eV),frontier orbital gap (Ha)
1,-10.830,0.270
2,-8.109,0.325